{"formula": "C41H71AsN10O3PSi2W", "method": "ωB97M-V with the def2-TZVPD basis set", "elements": ["H", "H", "H", "N", "N", "C", "H", "H", "H", "C", "H", "H", "N", "H", "C", "H", "N", "H", "C", "H", "N", "H", "C", "O", "H", "C", "C", "C", "C", "C", "W", "C", "H", "H", "H", "H", "H", "H", "As", "H", "H", "N", "N", "H", "C", "C", "C", "C", "H", "H", "H", "H", "H", "C", "H", "H", "C", "H", "N", "H", "N", "C", "H", "H", "H", "H", "C", "N", "H", "C", "H", "H", "C", "H", "H", "C", "C", "H", "C", "H", "H", "C", "C", "Si", "O", "H", "P", "C", "H", "H", "H", "H", "C", "H", "H", "H", "H", "C", "C", "C", "H", "C", "H", "C", "H", "O", "H", "C", "Si", "C", "C", "H", "C", "H", "H", "H", "H", "H", "H", "H", "C", "H", "H", "H", "H", "C", "C", "H", "C", "H"], "positions_angstrom": [[1.8857, 2.2256, -0.0606], [2.1323, 0.6419, 5.8462], [2.6876, 1.8649, -1.5544], [-0.1707, -4.2678, -4.8020], [2.3337, 0.2297, -0.2911], [3.0660, -0.5672, -0.9499], [-0.0305, 4.0230, -4.2372], [0.3226, -0.5163, -5.6219], [-2.7833, 4.1540, -1.3946], [2.6882, 1.6465, -0.4844], [-1.6320, 5.7999, -3.7892], [4.4811, -2.1560, -2.5034], [-0.1698, 1.7723, 1.6325], [-3.5501, -3.2123, 2.5459], [-1.3269, 1.9317, 2.1561], [0.8578, 4.3888, -2.7474], [3.1570, 0.9494, 2.2312], [4.5933, -4.6325, -2.4164], [0.6009, 3.0481, 1.6320], [-2.9167, -3.9811, 4.0001], [-2.4996, 1.3691, -2.4875], [-0.2673, -5.2644, -4.8763], [-1.7005, 4.2912, -1.3764], [-0.2611, 1.4175, -1.1182], [3.7543, -1.0500, 2.4274], [-0.1399, 4.3700, -3.2098], [-2.7992, -3.1202, 3.3352], [-4.3269, -0.0873, -2.5090], [3.1873, -4.7607, -0.7853], [-0.1850, -3.6461, -3.6105], [0.3850, -0.3005, 0.7588], [-1.2936, 5.7491, -1.6490], [-2.1195, 6.4408, -1.4933], [-1.8280, -4.5110, 0.8314], [1.7604, -3.5616, 5.3591], [-2.3393, -0.6452, -3.1563], [-4.0220, 2.8335, -2.6216], [4.4252, 0.0347, 3.6771], [-0.0960, -1.0241, 3.1056], [2.3928, -2.5012, 6.6197], [-4.7083, -1.0739, -2.7704], [0.1916, -2.3728, -3.5917], [-0.6096, -4.3284, -2.5401], [3.2588, -5.8395, -0.7158], [3.8762, -2.7115, -1.7949], [-0.0561, -4.4933, 3.3871], [-4.9585, -0.1641, 1.7961], [0.3200, 0.5534, -5.8434], [-3.0353, -2.2213, 3.9066], [1.9281, 4.0041, 2.9804], [1.6693, 0.3431, -3.2885], [-0.1060, 6.5565, -3.3166], [0.6393, 3.3675, 0.5883], [3.0342, -2.0016, -0.9268], [1.8001, -4.6076, 0.8482], [3.8420, -0.1355, -1.5888], [1.3212, 1.2535, -3.7896], [0.1845, 0.6918, -6.9146], [-0.1425, 1.3517, -3.6963], [1.6843, 2.2166, -5.6874], [0.1272, -1.2920, -1.3770], [-2.8138, -0.0623, -2.3519], [-0.3847, -5.4657, 3.0070], [1.0490, 0.2290, 7.1678], [2.7191, 3.4901, 1.5370], [1.0121, -4.3887, 3.1863], [2.2486, -2.6837, 0.0186], [-1.0726, 3.5234, -2.4656], [-1.6871, 0.6462, -4.9644], [-3.6421, 1.5667, 2.7820], [4.8455, 0.4108, 1.2289], [-0.1902, -4.5121, 4.4704], [0.1578, -1.7950, -2.4158], [4.1022, 3.1096, 0.1594], [-3.1638, 2.5614, -4.1342], [4.3226, 1.3428, 1.4503], [2.5696, 1.9935, 3.0571], [-1.3451, 3.9495, -0.3999], [1.5889, 1.2015, -5.2935], [-2.4511, -0.4421, -1.3993], [-1.6812, -1.2561, 6.1297], [3.5415, -0.1823, 3.0545], [-4.5577, 0.9620, -3.5955], [0.6681, -1.3268, 5.3173], [-1.5978, -0.4720, 0.5773], [2.5021, 0.6606, -5.5368], [-0.9443, 1.8810, -2.3584], [1.1150, 0.3256, 6.0804], [-4.3253, 0.5407, -4.5767], [2.7213, -0.4444, 3.7066], [-5.9105, -0.6682, 1.6839], [4.8406, 1.7282, -0.5784], [-1.2627, -3.5737, 0.7905], [1.7776, 1.5345, 3.6537], [-3.5481, 2.4351, 3.4242], [-5.7188, 1.2829, 3.2038], [-1.8323, -2.8353, 0.2217], [-0.7682, 1.2301, -5.0191], [-0.8589, -1.9707, 6.1915], [3.9447, -4.0846, -1.7474], [-1.0165, 2.2127, -5.4414], [-2.5057, 1.1118, 2.0917], [-0.3002, -3.7573, 0.3131], [1.9970, 3.1679, 2.2818], [0.4265, 1.1163, 5.7770], [1.4418, -2.0757, 0.8470], [5.0280, 1.9430, 2.0468], [4.0412, 2.0216, 0.1078], [-1.0527, -3.0962, 2.6072], [2.3654, -4.0834, 0.0882], [-3.5569, 2.0669, -3.2456], [0.2621, -3.7756, -5.5634], [-3.8660, -0.6143, 1.0905], [-0.6157, -2.1166, 7.2482], [-4.7956, 0.2257, -1.5730], [-0.8547, -5.3004, -2.6007], [-0.0365, 3.7819, 2.1218], [-5.5803, 1.3340, -3.6301], [-1.2132, -2.9237, 5.7984], [1.8126, 2.1085, -3.3201], [-0.7917, 5.7404, -3.0946], [3.3177, 2.3853, 3.7694], [-1.5155, 2.8671, 2.6827], [-0.6087, -3.9041, -1.6232], [-0.4879, 6.0459, -0.9746], [-2.6199, 0.0095, 1.2380], [2.0776, -2.5410, 5.5726], [-3.9327, -1.4707, 0.4311], [-4.8553, 0.9332, 2.6554], [2.9522, -2.3274, 4.9576]], "forces_ev_per_angstrom": [[0.07, 0.05, 0.00], [0.01, 0.00, -0.04], [-0.01, -0.02, 0.10], [0.06, -0.01, 0.01], [-0.75, 0.58, 0.34], [0.57, -0.52, -0.41], [-0.02, 0.00, 0.00], [0.01, 0.02, -0.01], [0.00, 0.02, -0.03], [-0.12, 0.03, -0.07], [0.01, 0.00, 0.00], [0.00, 0.00, 0.00], [0.80, -0.35, -0.06], [0.03, 0.01, 0.02], [-0.59, 0.06, 0.19], [0.00, -0.01, -0.01], [-0.06, 0.06, 0.06], [0.00, 0.01, -0.01], [-0.05, -0.06, -0.17], [-0.02, 0.01, -0.01], [0.09, -0.01, 0.02], [-0.02, 0.01, 0.01], [-0.01, -0.01, 0.03], [0.31, -0.15, 0.32], [0.02, 0.01, -0.01], [0.06, 0.01, 0.03], [-0.04, -0.10, 0.03], [0.01, 0.03, 0.02], [0.05, -0.07, -0.05], [0.03, 0.09, -0.09], [0.28, 0.63, -1.07], [0.00, 0.02, 0.02], [0.00, -0.01, 0.01], [-0.01, -0.01, -0.10], [-0.01, 0.01, 0.00], [-0.02, 0.01, 0.01], [-0.01, -0.01, 0.01], [-0.02, 0.00, -0.01], [-0.33, 0.08, 0.54], [-0.01, -0.01, 0.00], [0.01, 0.00, -0.02], [-0.08, -0.10, 0.18], [0.04, 0.01, 0.00], [-0.01, 0.01, 0.01], [-0.04, -0.01, 0.04], [-0.03, -0.05, -0.03], [-0.06, -0.02, -0.01], [-0.01, -0.04, 0.01], [0.05, -0.01, -0.03], [0.02, -0.04, 0.05], [0.00, 0.05, -0.01], [0.01, 0.00, 0.02], [0.02, -0.06, 0.01], [0.04, -0.11, -0.01], [0.00, 0.00, 0.00], [0.03, -0.01, -0.01], [0.01, -0.05, 0.02], [0.01, 0.03, -0.01], [-0.03, 0.06, -0.02], [0.01, -0.01, -0.01], [0.06, 0.11, 0.20], [-0.03, -0.04, -0.01], [-0.02, 0.02, -0.01], [0.01, -0.01, 0.00], [-0.02, 0.03, -0.01], [-0.02, 0.01, -0.03], [0.22, -0.15, -0.17], [-0.05, -0.08, -0.06], [0.00, -0.02, 0.02], [-0.03, -0.03, 0.02], [0.03, 0.03, 0.00], [0.02, 0.01, -0.01], [-0.06, -0.19, -0.08], [-0.03, 0.01, 0.03], [0.00, 0.01, -0.01], [0.09, -0.01, -0.04], [0.04, -0.02, 0.01], [-0.02, 0.00, 0.01], [-0.03, 0.02, -0.02], [-0.04, 0.02, -0.06], [0.01, 0.01, -0.01], [0.02, -0.07, 0.10], [-0.02, 0.00, 0.00], [0.07, -0.12, -0.25], [0.81, -0.02, -0.22], [-0.01, -0.02, 0.01], [-0.15, -0.04, -0.08], [0.04, 0.04, 0.00], [0.01, -0.01, 0.01], [-0.15, -0.09, 0.10], [0.01, 0.00, 0.00], [-0.01, 0.01, -0.01], [-0.06, 0.04, 0.07], [0.00, -0.03, -0.01], [0.01, 0.00, 0.00], [0.00, 0.00, -0.01], [0.07, -0.07, 0.04], [0.04, 0.04, 0.00], [0.02, 0.03, 0.03], [-0.01, -0.03, 0.01], [-0.01, 0.00, -0.01], [-0.07, 0.08, 0.02], [0.02, 0.02, 0.05], [-0.02, 0.02, 0.09], [-0.02, -0.02, -0.01], [-0.48, 0.49, 0.19], [-0.04, 0.03, 0.01], [0.07, -0.03, -0.07], [-0.10, -0.27, 0.28], [-0.02, 0.02, 0.01], [-0.01, 0.01, 0.01], [-0.01, 0.01, -0.03], [0.01, 0.01, 0.00], [-0.01, -0.01, 0.00], [0.00, 0.00, -0.01], [-0.01, 0.00, -0.02], [-0.02, 0.07, 0.00], [0.00, 0.00, 0.00], [0.02, 0.00, -0.02], [-0.04, 0.00, -0.06], [-0.02, 0.00, -0.01], [-0.01, 0.01, -0.01], [0.01, 0.07, -0.02], [-0.02, 0.02, -0.02], [0.02, -0.01, -0.02], [-0.33, -0.06, 0.27], [0.00, 0.05, 0.04], [-0.02, 0.01, 0.00], [0.01, 0.02, 0.03], [-0.02, 0.03, -0.01]], "lowdin_charge": [0.051, 0.019, 0.096, 0.181, -0.066, -0.115, 0.107, 0.092, 0.103, -0.208, 0.117, 0.116, -0.084, 0.020, -0.145, 0.117, -0.228, 0.102, -0.189, 0.031, -0.168, 0.115, -0.172, -0.324, 0.091, -0.196, -0.217, -0.162, -0.068, -0.479, 1.479, -0.154, 0.111, 0.045, 0.012, 0.106, 0.103, 0.104, 0.826, 0.038, 0.115, 0.142, 0.216, 0.109, -0.034, -0.223, -0.060, -0.164, 0.016, 0.117, 0.096, 0.114, 0.089, -0.161, 0.106, 0.144, -0.192, 0.114, -0.174, 0.113, 0.150, -0.194, 0.035, 0.037, 0.086, 0.019, -0.366, -0.184, 0.103, -0.027, 0.113, 0.013, -0.292, 0.106, 0.103, -0.190, -0.199, 0.093, -0.155, 0.075, 0.034, -0.111, -0.160, 0.253, -0.354, 0.113, 0.548, -0.226, 0.109, -0.002, 0.113, 0.109, -0.218, 0.083, 0.117, 0.106, 0.013, -0.188, -0.223, -0.088, 0.113, -0.176, -0.012, -0.133, 0.026, -0.352, 0.132, -0.154, 0.287, -0.010, -0.185, 0.116, -0.027, 0.039, 0.107, 0.124, 0.104, 0.113, 0.008, 0.092, -0.164, 0.131, 0.127, 0.065, 0.109, -0.380, -0.202, 0.119, -0.075, 0.019], "total_energy_ha": -5601.4029, "multiplicity": 3, "total_charge": 1}